{"formula": "C33H50N3O3P2Pt", "method": "ωB97M-V/def2-TZVPD", "multiplicity": 2, "e_tot_ha": -2479.48136, "e_homo_ev": [-5.952, -6.329], "homo_lumo_gap_ev": [6.54, 6.81], "symbols": ["Pt", "C", "C", "C", "P", "C", "C", "C", "C", "C", "C", "C", "C", "C", "C", "N", "C", "C", "C", "C", "C", "C", "C", "P", "C", "C", "C", "C", "C", "C", "H", "H", "H", "H", "H", "H", "H", "H", "H", "H", "H", "H", "H", "H", "H", "H", "H", "H", "H", "H", "H", "H", "H", "H", "H", "H", "H", "H", "H", "H", "H", "H", "H", "H", "H", "H", "H", "H", "H", "H", "O", "N", "C", "C", "C", "C", "C", "H", "H", "H", "H", "H", "N", "C", "C", "O", "O", "H", "H", "H", "H", "H"], "positions_angstrom": [[-0.447, -0.334, 0.703], [4.538, -1.210, 1.784], [3.032, -1.540, 1.818], [2.775, -2.939, 1.261], [1.827, -0.297, 1.170], [1.948, 1.138, 2.351], [1.348, 0.776, 3.709], [3.320, 1.787, 2.510], [2.414, 0.473, -0.384], [3.638, 0.254, -1.006], [4.023, 0.934, -2.159], [5.354, 0.670, -2.815], [3.126, 1.858, -2.686], [1.874, 2.060, -2.125], [1.472, 1.366, -0.971], [0.202, 1.401, -0.435], [-0.665, 2.465, -0.467], [-0.287, 3.786, -0.783], [-1.196, 4.825, -0.749], [-2.528, 4.632, -0.392], [-3.501, 5.778, -0.313], [-2.903, 3.340, -0.054], [-2.017, 2.264, -0.076], [-2.498, 0.600, 0.503], [-3.478, 0.917, 2.027], [-2.600, 1.588, 3.079], [-4.076, -0.385, 2.560], [-3.727, -0.058, -0.707], [-5.042, 0.709, -0.807], [-3.059, -0.179, -2.074], [5.002, -1.484, 2.733], [4.758, -0.162, 1.601], [5.031, -1.795, 1.006], [2.716, -1.558, 2.868], [3.039, -3.000, 0.205], [1.726, -3.221, 1.345], [3.389, -3.664, 1.803], [1.284, 1.857, 1.862], [2.001, 0.093, 4.261], [0.374, 0.302, 3.591], [1.229, 1.673, 4.320], [4.003, 1.152, 3.075], [3.215, 2.722, 3.068], [3.774, 2.023, 1.546], [4.332, -0.460, -0.582], [5.986, 0.050, -2.180], [5.890, 1.600, -3.014], [5.235, 0.152, -3.770], [3.394, 2.408, -3.583], [1.181, 2.733, -2.610], [0.744, 4.005, -1.024], [-0.854, 5.826, -0.993], [-3.201, 6.595, -0.971], [-3.564, 6.181, 0.702], [-4.506, 5.468, -0.604], [-3.925, 3.172, 0.269], [-4.292, 1.595, 1.752], [-1.850, 0.881, 3.440], [-3.210, 1.900, 3.930], [-2.080, 2.463, 2.687], [-3.303, -1.143, 2.694], [-4.830, -0.798, 1.886], [-4.556, -0.201, 3.524], [-3.931, -1.063, -0.322], [-4.872, 1.736, -1.135], [-5.585, 0.732, 0.138], [-5.689, 0.234, -1.549], [-2.882, 0.812, -2.500], [-3.695, -0.736, -2.767], [-2.097, -0.684, -1.993], [-1.985, -2.643, 1.326], [-1.603, -3.692, 0.690], [-2.021, -3.914, -0.576], [-1.607, -5.025, -1.278], [-0.740, -5.935, -0.697], [-0.314, -5.687, 0.597], [-0.753, -4.569, 1.269], [-2.681, -3.152, -0.961], [-1.969, -5.163, -2.288], [-0.399, -6.804, -1.240], [0.374, -6.353, 1.098], [-0.464, -4.300, 2.273], [1.520, -0.994, -3.816], [0.615, -1.491, -2.784], [1.217, -2.706, -2.107], [2.139, -3.331, -2.853], [0.887, -3.124, -1.031], [1.019, -0.442, -4.499], [2.282, -2.745, -3.628], [2.209, -0.376, -3.398], [-0.298, -1.855, -3.265], [0.323, -0.772, -2.015]]}

***

{"formula": "C33H51BF4GdNPS", "method": "ωB97M-V/def2-TZVPD", "multiplicity": 8, "e_tot_ha": -3272.37305, "e_homo_ev": [-2.131, -0.494], "homo_lumo_gap_ev": [4.51, 2.87], "charge": -1, "symbols": ["Gd", "C", "C", "C", "C", "C", "C", "C", "C", "C", "S", "C", "N", "H", "H", "H", "H", "H", "H", "H", "H", "C", "C", "C", "C", "C", "H", "H", "H", "H", "H", "H", "H", "H", "H", "H", "C", "C", "C", "C", "C", "C", "P", "C", "C", "C", "C", "C", "C", "C", "C", "C", "C", "C", "C", "H", "H", "H", "H", "H", "H", "H", "H", "H", "H", "H", "H", "H", "H", "H", "H", "H", "H", "H", "H", "H", "H", "H", "H", "H", "H", "H", "H", "H", "H", "H", "H", "H", "F", "B", "F", "F", "F"], "positions_angstrom": [[7.871, 10.906, 14.909], [6.506, 8.405, 13.039], [6.593, 7.889, 14.432], [5.990, 6.631, 14.602], [5.933, 6.154, 15.899], [6.370, 6.899, 16.985], [6.251, 6.396, 18.326], [6.683, 7.197, 19.354], [7.181, 8.488, 19.079], [7.492, 8.973, 17.813], [8.391, 10.484, 17.577], [7.038, 8.189, 16.744], [7.156, 8.608, 15.416], [7.189, 9.284, 12.890], [5.455, 8.504, 12.752], [6.957, 7.647, 12.357], [5.502, 6.120, 13.765], [5.500, 5.189, 16.110], [5.833, 5.414, 18.512], [6.660, 6.924, 20.391], [7.364, 9.099, 19.955], [10.989, 12.965, 16.630], [11.175, 12.122, 15.379], [12.389, 12.734, 14.568], [11.564, 10.708, 15.788], [9.912, 12.112, 14.604], [11.972, 13.126, 17.084], [10.366, 12.498, 17.383], [10.616, 13.980, 16.484], [13.262, 12.865, 15.261], [12.141, 13.749, 14.194], [12.633, 12.105, 13.738], [12.444, 10.768, 16.439], [11.791, 10.040, 14.981], [10.728, 10.243, 16.322], [9.718, 13.057, 14.093], [5.427, 10.578, 7.662], [6.038, 9.376, 8.473], [7.100, 9.725, 9.538], [7.342, 11.202, 9.795], [5.979, 11.964, 9.781], [5.309, 11.960, 8.417], [8.484, 11.432, 11.373], [8.967, 13.260, 11.359], [9.369, 13.784, 9.993], [8.449, 14.907, 9.457], [8.216, 16.029, 10.453], [8.157, 15.582, 11.954], [7.966, 14.036, 12.099], [10.121, 10.687, 11.015], [10.330, 9.449, 11.881], [11.825, 9.121, 11.901], [12.475, 8.983, 10.492], [11.436, 9.226, 9.310], [10.471, 10.440, 9.502], [4.442, 10.194, 7.242], [6.008, 10.767, 6.782], [6.520, 8.621, 7.880], [5.226, 8.831, 9.000], [8.040, 9.221, 9.197], [6.799, 9.309, 10.560], [7.914, 11.694, 8.956], [6.100, 12.972, 10.161], [5.347, 11.442, 10.554], [5.748, 12.722, 7.811], [4.267, 12.273, 8.586], [9.875, 13.151, 11.926], [9.450, 12.917, 9.316], [10.422, 14.085, 10.092], [7.522, 14.611, 9.040], [8.906, 15.224, 8.505], [7.307, 16.570, 10.249], [9.054, 16.713, 10.309], [7.271, 16.046, 12.472], [9.055, 15.859, 12.578], [6.916, 13.799, 11.825], [8.084, 13.672, 13.153], [10.856, 11.445, 11.420], [9.723, 8.631, 11.449], [10.046, 9.696, 12.939], [11.943, 8.205, 12.497], [12.339, 9.794, 12.571], [13.036, 8.085, 10.397], [13.276, 9.684, 10.357], [10.896, 8.257, 9.150], [12.040, 9.399, 8.372], [9.629, 10.295, 8.814], [10.839, 11.437, 9.165], [4.475, 13.123, 14.928], [5.475, 12.246, 14.993], [5.566, 11.285, 16.065], [6.847, 12.953, 15.204], [5.732, 11.458, 13.792]]}

***

{"formula": "C33H51BN7OsS3", "method": "ωB97M-V/def2-TZVPD", "multiplicity": 1, "e_tot_ha": -2981.39037, "e_homo_ev": [-9.605, -9.704], "homo_lumo_gap_ev": [6.25, 6.35], "charge": 1, "symbols": ["Os", "C", "C", "C", "C", "N", "C", "C", "N", "B", "N", "C", "C", "N", "C", "S", "C", "C", "C", "C", "N", "C", "C", "N", "C", "S", "C", "C", "C", "C", "C", "S", "H", "H", "H", "H", "H", "H", "H", "H", "H", "H", "H", "H", "H", "H", "H", "H", "H", "H", "H", "H", "H", "H", "H", "H", "H", "H", "H", "H", "H", "H", "H", "H", "H", "H", "C", "C", "C", "C", "C", "C", "C", "C", "C", "C", "C", "C", "N", "H", "H", "H", "H", "H", "H", "H", "H", "H", "H", "H", "H", "H", "H", "H", "H", "H"], "positions_angstrom": [[0.582, 0.107, 0.505], [-0.803, -1.998, 6.223], [-0.902, -0.994, 5.077], [0.455, -0.301, 4.938], [-2.026, -0.004, 5.378], [-1.248, -1.754, 3.807], [-1.506, -3.118, 3.777], [-1.845, -3.436, 2.518], [-1.821, -2.280, 1.767], [-2.190, -2.358, 0.250], [-2.770, -1.021, -0.296], [-4.095, -0.728, -0.013], [-4.436, 0.344, -0.736], [-3.312, 0.740, -1.464], [-2.283, -0.097, -1.147], [-0.606, -0.009, -1.630], [-3.482, 1.819, -2.533], [-2.208, 2.127, -3.308], [-3.975, 3.098, -1.859], [-4.531, 1.307, -3.520], [-1.032, -2.893, -0.653], [-1.379, -3.510, -1.840], [-0.254, -3.931, -2.427], [0.806, -3.586, -1.592], [0.307, -2.927, -0.520], [1.157, -2.185, 0.820], [2.230, -3.872, -2.040], [3.259, -3.785, -0.920], [2.560, -2.854, -3.129], [2.265, -5.301, -2.596], [-1.447, -1.255, 2.560], [-1.228, 0.396, 2.027], [-0.544, -1.447, 7.126], [-1.752, -2.509, 6.408], [-0.017, -2.739, 6.048], [0.749, 0.085, 5.917], [1.216, -1.015, 4.607], [0.430, 0.529, 4.239], [-1.814, 0.508, 6.320], [-2.119, 0.749, 4.594], [-2.980, -0.530, 5.479], [-1.407, -3.751, 4.640], [-2.101, -4.393, 2.084], [-3.080, -3.171, 0.162], [-4.682, -1.328, 0.670], [-5.380, 0.861, -0.798], [-1.421, 2.530, -2.671], [-1.818, 1.248, -3.826], [-2.463, 2.877, -4.060], [-3.219, 3.498, -1.188], [-4.181, 3.844, -2.631], [-4.895, 2.940, -1.292], [-4.214, 0.358, -3.962], [-5.506, 1.163, -3.049], [-4.652, 2.039, -4.323], [-2.408, -3.583, -2.168], [-0.115, -4.439, -3.366], [3.458, -2.759, -0.620], [2.955, -4.356, -0.040], [4.189, -4.214, -1.298], [2.424, -1.836, -2.752], [3.600, -2.975, -3.444], [1.917, -2.987, -4.004], [1.873, -6.015, -1.866], [1.705, -5.405, -3.526], [3.300, -5.565, -2.811], [3.970, -0.140, -1.073], [4.300, 1.324, -0.749], [4.672, 1.499, 0.732], [3.231, 2.316, -1.201], [3.527, 3.101, -2.309], [2.658, 4.081, -2.758], [1.534, 4.372, -2.009], [1.209, 3.650, -0.865], [0.186, 4.312, 0.066], [0.967, 5.282, 0.975], [-0.709, 3.454, 0.959], [1.989, 2.518, -0.555], [1.496, 1.588, 0.386], [4.815, -0.782, -0.805], [3.765, -0.271, -2.140], [3.113, -0.485, -0.512], [5.182, 1.572, -1.338], [3.845, 1.219, 1.382], [4.939, 2.536, 0.947], [5.530, 0.868, 0.980], [4.465, 2.937, -2.831], [2.892, 4.660, -3.647], [0.911, 5.220, -2.282], [-0.460, 4.911, -0.580], [1.643, 4.715, 1.625], [0.283, 5.858, 1.606], [1.569, 5.978, 0.388], [-0.135, 2.993, 1.759], [-1.217, 2.663, 0.404], [-1.462, 4.096, 1.428]]}